Record 1
{
  "formula": "C3H4N2O",
  "method": "the ωB97M-V functional and the def2-TZVPD basis",
  "orbital_gap_ev": 9.201,
  "fmax_ev_per_a": 1.992,
  "smiles": "Oc1ncc[nH]1",
  "charge": 0,
  "de_lowest_ev": 0.934,
  "elements": ["O", "C", "N", "C", "C", "N", "H", "H", "H", "H"],
  "positions_angstrom": [[-0.620, -2.058, -0.326], [-0.359, -0.759, -0.153], [-0.604, 0.138, -1.046], [0.013, 1.277, -0.579], [0.541, 1.075, 0.674], [0.284, -0.275, 0.928], [-1.043, -2.069, -1.201], [0.234, 1.824, -1.475], [1.051, 1.662, 1.432], [0.504, -0.815, 1.746]]
}



Record 2
{
  "formula": "C3H4N2O",
  "method": "the ωB97M-V functional and the def2-TZVPD basis",
  "orbital_gap_ev": 10.929,
  "fmax_ev_per_a": 0.397,
  "smiles": "Cc1cnno1",
  "charge": 0,
  "de_lowest_ev": 2.163,
  "elements": ["C", "C", "C", "N", "N", "O", "H", "H", "H", "H"],
  "positions_angstrom": [[0.409, 1.330, -0.380], [-0.108, -0.036, -0.080], [0.280, -1.044, 0.744], [-0.629, -2.061, 0.593], [-1.509, -1.735, -0.242], [-1.217, -0.446, -0.701], [-0.059, 1.721, -1.287], [1.494, 1.314, -0.522], [0.180, 2.008, 0.450], [1.119, -1.122, 1.419]]
}



Record 3
{
  "formula": "C3H4N2O",
  "method": "the ωB97M-V functional and the def2-TZVPD basis",
  "orbital_gap_ev": [8.321, 8.320],
  "fmax_ev_per_a": 4.349,
  "charge": 0,
  "de_lowest_ev": 4.520,
  "elements": ["C", "C", "C", "N", "N", "O", "H", "H", "H", "H"],
  "positions_angstrom": [[-0.198, 0.992, 0.861], [0.155, -0.167, 0.288], [0.267, -1.602, -1.619], [-1.637, -0.447, -1.030], [-0.471, -0.683, -0.832], [1.437, -1.740, -1.661], [0.384, 1.265, 1.672], [1.069, -0.673, 0.676], [-0.421, -2.199, -2.100], [-1.151, 1.561, 0.589]]
}